This record from the Open Molecules 2025 dataset describes a structure of composition CH7NSi at a distorted geometry. The level of theory is ωB97M-V/def2-TZVPD.

Computed properties:
* HOMO: -9.50 eV
* LUMO: 0.99 eV
* calculated total energy: -386.50313 Eh
* HOMO-LUMO gap: 0.3855 Ha
* maximum force: 5.94 eV/Å
* energy above the lowest of the compared OMol25 structures with the same formula, charge and spin: 108.04 kJ/mol

Each line ends with the natural charge from an NBO analysis.
Element x y z (Å)
H1 0.2373 -1.8644 0.2397  -0.214
N1 1.6035 0.3423 0.0735  -1.240
H2 0.1032 -0.8791 -1.9678  -0.179
H3 1.9427 1.0030 -0.5834  0.377
C1 -1.0973 0.2385 0.2977  -1.087
H4 -2.2966 -0.4763 0.5727  0.199
H5 1.4107 0.7833 0.9209  0.376
H6 -1.4500 1.0790 -0.2722  0.231
Si1 0.2454 -0.6494 -0.5390  1.316
H7 -0.6988 0.4232 1.2579  0.222